16
Properties=species:S:1:pos:R:3 method="wB97M-V/def2-TZVPD" de_lowest_ev=0.330 total_energy_ev=-4342.1985 max_force_ev_per_a=1.52 lumo_ev=1.16 total_charge=0 smiles=CC.CC molar_mass_g_mol=60.14 orbital_gap_ev=12.757
C -1.91 -1.15 0.14
C -1.70 -0.44 1.48
C 1.51 1.30 -1.21
C 2.04 0.30 -0.20
H 3.05 0.03 -0.53
H 2.21 2.11 -1.43
H -2.94 -1.10 -0.24
H -2.62 -0.01 1.85
H -1.01 0.38 1.27
H 2.11 0.63 0.82
H 0.57 1.79 -1.00
H -1.66 -2.21 0.10
H 1.50 -0.64 -0.34
H 1.37 0.80 -2.18
H -1.34 -0.74 -0.70
H -1.17 -1.07 2.18

---

157
Properties=species:S:1:pos:R:3 method="wB97M-V/def2-TZVPD" total_energy_ev=-125746.7034 max_force_ev_per_a=11.40 lumo_ev=-1.53 total_charge=0 smiles="N=[PH2][C@@]1(C[C@@H](O)CN)[C@H](CCN)[C@](CN)(N(C(=O)F)C(=O)F)OS(=O)(=O)[C@@]1(CCC(=O)Nc1ccccc1)CC(=O)Cl.CCO.CCO.CCO.CCO.CCO.CCO.CCO.CCO.CCO" molar_mass_g_mol=1073.67 orbital_gap_ev=6.369
Cl -0.21 -4.21 0.22
S 1.59 -0.66 -0.70
P 3.70 -0.98 3.37
F 6.06 -2.94 -3.60
F 4.60 -0.44 -4.00
O -7.69 5.03 -7.41
O -9.66 5.77 -10.72
O -1.68 0.22 -0.20
O -5.49 3.71 -3.53
O 9.93 -4.91 7.00
O 5.74 0.96 -2.42
O -3.83 -2.79 4.33
O 7.21 -3.01 -1.51
O 1.14 0.81 -1.11
O 7.27 -4.63 4.65
O 5.22 2.53 0.12
O 10.83 0.66 3.16
O 3.09 -0.75 -1.47
O -9.05 1.82 -1.18
O -1.71 -2.34 1.49
O -9.73 0.77 2.62
O 0.50 -1.49 -1.40
N -2.88 1.76 1.24
N 7.60 2.12 1.74
N 5.36 -1.33 -1.59
N 7.88 -2.77 1.67
N 4.00 -4.47 -1.17
N 3.33 -2.43 3.95
C 5.21 -0.27 -2.65
C -5.04 -3.52 4.16
C -10.59 6.84 -10.65
C 3.76 0.82 1.23
C -8.33 0.52 2.74
C -5.82 1.06 -1.67
C -8.10 -0.78 3.50
C -5.66 4.13 -4.88
C 6.19 1.72 2.20
C -4.64 1.81 -0.81
C 5.40 -2.58 1.27
C 12.17 1.21 1.24
C 4.02 -1.78 -1.01
C 0.94 0.59 1.90
C 6.19 -2.42 -2.19
C -4.02 1.02 0.50
C 4.05 -1.92 0.66
C 0.92 -2.02 1.89
C -6.34 -0.46 -1.19
C -4.74 -4.89 3.58
C -5.76 -1.25 0.13
C 1.63 -0.74 1.20
C -9.39 4.20 -1.22
C -0.43 -2.66 1.30
C -9.75 3.88 -7.83
C 11.27 -4.35 5.08
C 3.31 -0.71 1.47
C 5.89 -5.06 6.57
C -10.65 7.56 -11.98
C -1.68 0.81 1.00
C 11.50 0.11 2.03
C 6.76 -1.74 1.39
C 5.29 1.23 0.88
C -4.57 -0.48 0.99
C 5.94 -4.55 5.14
C -0.64 0.58 2.24
C 3.46 -3.18 -1.74
C -9.64 2.88 -1.92
C 10.60 -5.46 5.88
C -9.03 4.88 -6.96
C -4.32 4.15 -5.59
H 1.48 0.78 2.95
H -4.24 -4.80 2.61
H 5.88 0.55 0.15
H -10.79 3.75 -7.50
H -9.19 2.89 -2.92
H 6.23 -6.09 6.63
H -10.95 6.87 -12.78
H -10.28 7.52 -9.85
H -4.26 2.87 -1.15
H -7.03 -0.99 3.60
H 11.43 1.94 0.90
H 11.79 -4.76 4.21
H 7.12 -1.22 0.38
H -9.76 4.20 -8.88
H 4.59 3.13 0.63
H -3.62 4.84 -5.08
H 12.69 0.80 0.37
H 5.68 2.71 2.58
H 11.35 -6.17 6.24
H 7.54 -5.56 4.69
H -5.70 -2.95 3.50
H -11.36 8.39 -11.94
H 10.78 -0.43 1.42
H 5.68 -3.49 0.54
H 2.28 -3.31 -1.62
H -8.55 -0.73 4.50
H -8.79 6.15 -10.94
H 11.99 -3.81 5.71
H 4.87 -5.00 6.96
H 5.15 -0.85 3.60
H 6.85 -0.97 2.26
H -7.72 5.34 -8.33
H -7.87 1.36 3.26
H -9.67 7.95 -12.25
H -7.91 0.45 1.74
H -4.43 4.47 -6.63
H -6.12 5.12 -4.88
H 3.84 -5.23 -1.91
H 7.63 3.17 1.66
H 10.17 1.28 2.83
H -1.01 -0.32 2.94
H 12.89 1.76 1.86
H -4.89 4.34 -3.10
H 5.62 -3.51 5.09
H -11.57 6.43 -10.39
H 1.13 1.61 1.32
H -4.07 -5.45 4.24
H -3.09 1.60 2.27
H -5.52 -3.61 5.13
H 3.55 1.40 2.26
H -10.09 0.83 3.52
H -7.17 -1.01 -1.84
H 2.67 -2.30 4.74
H 3.61 -3.16 -2.93
H -8.58 -1.61 2.98
H 12.25 -0.61 2.39
H 7.82 -3.56 0.97
H 10.53 -3.62 4.74
H 1.62 -2.97 2.07
H -9.52 5.86 -7.00
H -10.71 2.69 -2.02
H 0.68 -1.70 3.02
H -9.83 5.03 -1.78
H -4.04 -0.96 1.94
H -9.01 4.54 -5.92
H 7.76 1.78 0.74
H -0.81 1.53 2.94
H 6.22 0.95 3.07
H 9.88 -6.00 5.26
H 3.06 -0.01 4.21
H -9.25 2.91 -7.81
H -6.25 1.59 -2.63
H 3.37 -4.77 -0.37
H -6.34 3.43 -5.37
H -6.10 -2.33 0.48
H 3.11 1.44 0.45
H 5.29 -5.15 4.49
H -3.41 -2.71 3.45
H -9.46 1.82 -0.29
H 3.29 -2.85 0.76
H -9.81 4.19 -0.21
H 6.55 -4.47 7.21
H 9.27 -4.28 6.67
H -3.85 3.16 -5.57
H -5.66 -5.46 3.45
H -8.31 4.39 -1.11
H 7.65 -3.11 2.64
H 5.25 -3.15 2.31

---

94
Properties=species:S:1:pos:R:3 method="wB97M-V/def2-TZVPD" de_lowest_ev=0.000 total_energy_ev=-284069.5804 s2=0.871 max_force_ev_per_a=2.48 multiplicity=2 lumo_ev="-5.64 / -5.69" total_charge=+1 molar_mass_g_mol=1157.38 orbital_gap_ev="5.190 / 4.918"
Ru -0.40 -0.53 -0.20
Se 1.28 -0.04 -1.84
Se -1.89 1.65 -1.81
Ge 1.29 0.01 1.62
S -1.29 1.31 0.85
P 0.03 1.52 -2.81
F -4.14 -4.23 -1.90
F -3.24 -0.65 -3.77
F -4.81 -2.08 -3.36
F -4.49 -0.42 -2.02
F -2.90 -3.81 -0.21
F -0.98 -1.99 -3.42
F -4.69 -2.66 -0.51
F -1.12 -3.78 -2.23
F -2.45 -3.49 -3.91
O -2.23 -1.32 -1.07
N -1.33 -1.56 1.39
C -0.23 1.12 -4.53
C 2.41 2.31 2.92
C 0.37 4.24 -2.26
C 3.73 -1.21 2.43
C 3.33 4.28 1.88
C -0.76 0.32 5.33
C -2.85 -2.15 -1.93
C -1.12 -2.84 1.61
C -2.83 -2.89 3.30
C 0.93 3.09 -2.79
C -0.68 0.62 -7.22
C -2.43 0.50 1.87
C -1.20 1.86 -5.22
C -1.87 -3.53 2.60
C -0.09 -3.56 0.81
C 0.27 -0.11 -6.53
C 2.19 3.13 -3.40
C 0.74 -1.59 3.99
C 2.35 2.53 0.53
C -3.66 -3.24 -1.15
C -3.87 -1.32 -2.80
C -3.40 1.21 2.56
C -1.85 -2.86 -2.90
C 0.56 -0.34 3.39
C -2.29 -0.88 2.10
C 3.00 -2.12 0.34
C 4.14 -2.92 0.30
C -0.57 -0.93 5.90
C 3.05 3.54 3.02
C 4.86 -2.01 2.39
C 2.78 -1.25 1.40
C 1.06 5.44 -2.35
C -4.06 -0.77 3.75
C -1.42 1.61 -6.57
C 2.05 1.79 1.67
C 2.30 5.49 -2.95
C 2.98 3.77 0.63
C 0.19 -1.88 5.23
C -3.07 -1.51 3.06
C -0.20 0.61 4.09
C 2.87 4.33 -3.47
C -4.23 0.57 3.49
C 0.50 0.13 -5.18
C 5.07 -2.87 1.32
H 2.30 -2.20 -0.48
H 3.82 5.24 1.96
H -0.86 0.43 -8.27
H 2.10 2.16 -0.45
H -4.99 1.14 4.01
H -3.50 2.28 2.38
H 0.77 -3.82 1.44
H 1.23 -0.46 -4.64
H 5.95 -3.49 1.29
H -3.41 -3.41 4.05
H 3.32 3.92 3.99
H 2.83 6.43 -3.02
H -0.61 4.20 -1.79
H -4.68 -1.27 4.48
H -2.16 2.18 -7.11
H 2.22 1.75 3.82
H -1.00 -1.16 6.87
H 2.64 2.23 -3.81
H 4.30 -3.59 -0.54
H 3.59 -0.54 3.28
H 0.84 -0.88 -7.04
H 5.59 -1.95 3.20
H 0.62 6.34 -1.94
H 0.29 -2.95 -0.01
H 0.36 -2.86 5.68
H 3.21 4.33 -0.27
H -1.77 2.62 -4.72
H 1.34 -2.34 3.49
H -0.50 -4.47 0.39
H 3.85 4.37 -3.94
H -1.34 1.08 5.85
H -1.66 -4.58 2.76
H -0.36 1.60 3.66